Record 1
{
  "formula": "C7H12O",
  "method": "wB97M-V/def2-TZVPD",
  "elements": ["C", "C", "C", "C", "C", "C", "C", "O", "H", "H", "H", "H", "H", "H", "H", "H", "H", "H", "H", "H"],
  "positions_angstrom": [[1.034, 1.846, -1.961], [0.368, 1.281, -0.763], [-0.725, 0.497, -0.821], [-1.296, -0.124, -1.999], [-1.203, -0.124, 0.505], [-0.342, -1.162, 1.116], [0.963, -0.818, 1.726], [1.241, -1.407, 2.767], [1.199, 3.012, -1.871], [2.092, 1.341, -1.942], [0.644, 1.772, -2.851], [0.869, 1.570, 0.073], [-2.389, -0.045, -1.963], [-0.962, 0.140, -3.020], [-0.946, -1.188, -2.039], [-1.607, 0.744, 0.933], [-2.096, -0.724, 0.345], [-0.008, -1.957, 0.355], [-1.000, -1.606, 1.930], [1.482, -0.180, 1.090]],
  "mulliken_charge": [-1.518, -0.546, 0.863, -1.260, -0.987, -0.256, -0.071, -0.522, 0.266, 0.210, 0.513, 0.697, 0.313, 0.357, 0.237, 0.448, 0.323, 0.230, 0.273, 0.430],
  "smiles": "C/C=C(\\C)CCC=O",
  "orbital_gap_ev": 9.84,
  "lumo_ha": 0.030,
  "e_above_lowest_kcal_mol": 59.76
}



Record 2
{
  "formula": "C29H32BClFGaN5O10",
  "method": "wB97M-V/def2-TZVPD",
  "elements": ["N", "B", "O", "Ga", "Cl", "C", "C", "F", "C", "C", "C", "O", "H", "H", "H", "H", "H", "H", "H", "H", "H", "H", "H", "H", "C", "C", "C", "C", "C", "C", "N", "O", "O", "H", "H", "H", "H", "H", "C", "C", "C", "C", "C", "C", "N", "O", "O", "H", "H", "H", "H", "H", "C", "C", "C", "C", "C", "C", "N", "O", "O", "H", "H", "H", "H", "H", "C", "C", "C", "C", "C", "C", "N", "O", "O", "H", "H", "H", "H", "H"],
  "positions_angstrom": [[6.721, -3.364, -2.532], [5.336, -3.448, -3.035], [5.031, -4.667, -3.615], [3.970, -1.810, -2.905], [3.873, -1.289, -0.676], [4.831, -0.210, -3.870], [4.546, 1.088, -3.163], [3.159, 1.284, -3.047], [2.131, -2.132, -3.713], [1.042, -2.131, -2.678], [-0.517, -1.785, -3.172], [0.165, -3.117, -2.575], [7.379, -3.398, -3.307], [6.884, -2.476, -2.071], [5.717, -5.305, -3.375], [5.910, -0.363, -3.936], [4.390, -0.167, -4.869], [4.952, 1.085, -2.150], [4.929, 1.971, -3.689], [2.047, -3.088, -4.231], [1.897, -1.328, -4.407], [1.272, -1.667, -1.716], [-0.592, -1.081, -2.303], [-1.527, -2.170, -3.021], [6.857, -3.643, 0.948], [7.772, -4.640, 0.636], [8.850, -4.883, 1.472], [8.989, -4.114, 2.613], [8.094, -3.110, 2.941], [7.022, -2.878, 2.095], [10.124, -4.375, 3.512], [10.912, -5.247, 3.197], [10.216, -3.707, 4.525], [6.014, -3.458, 0.295], [7.643, -5.222, -0.266], [9.571, -5.653, 1.243], [8.236, -2.526, 3.838], [6.308, -2.099, 2.327], [-7.009, 0.303, -1.786], [-6.650, -0.643, -0.835], [-5.313, -0.835, -0.517], [-4.366, -0.049, -1.143], [-4.700, 0.906, -2.086], [-6.037, 1.073, -2.413], [-2.950, -0.197, -0.753], [-2.662, -1.083, 0.020], [-2.171, 0.626, -1.198], [-8.053, 0.448, -2.033], [-7.406, -1.230, -0.332], [-5.024, -1.562, 0.225], [-3.931, 1.501, -2.556], [-6.319, 1.810, -3.152], [-1.652, 3.448, 1.126], [-2.938, 3.198, 0.670], [-3.946, 4.126, 0.875], [-3.636, 5.303, 1.532], [-2.362, 5.576, 1.997], [-1.366, 4.635, 1.791], [-4.696, 6.303, 1.741], [-5.814, 6.037, 1.345], [-4.396, 7.338, 2.306], [-0.872, 2.717, 0.955], [-3.152, 2.277, 0.150], [-4.951, 3.939, 0.528], [-2.156, 6.504, 2.508], [-0.363, 4.830, 2.145], [-5.670, 3.790, 3.515], [-4.648, 2.869, 3.330], [-4.952, 1.545, 3.053], [-6.282, 1.178, 2.954], [-7.315, 2.079, 3.132], [-6.998, 3.396, 3.419], [-6.605, -0.219, 2.611], [-5.675, -0.986, 2.465], [-7.774, -0.510, 2.448], [-5.433, 4.819, 3.729], [-3.614, 3.174, 3.401], [-4.172, 0.813, 2.906], [-8.341, 1.757, 3.044], [-7.789, 4.119, 3.561]],
  "mulliken_charge": [-0.608, 0.498, -0.607, -0.122, -0.541, -0.603, -0.466, -0.294, -0.755, 0.618, -1.012, -0.490, 0.201, 0.198, 0.293, 0.354, 0.306, 0.243, 0.300, 0.441, 0.346, 0.288, 0.004, 0.435, -0.462, -0.332, -0.349, 0.095, -0.304, -0.514, 1.001, -0.617, -0.618, 0.439, 0.360, 0.430, 0.437, 0.408, -0.509, -0.395, -0.506, -0.101, -0.167, -0.579, 1.129, -0.600, -0.569, 0.408, 0.424, 0.562, 0.507, 0.403, -0.541, 0.003, -0.356, -0.110, -0.615, -0.517, 1.078, -0.583, -0.656, 0.526, 0.329, 0.511, 0.514, 0.400, -0.472, -0.686, -0.233, 0.043, -0.478, -0.642, 1.129, -0.631, -0.635, 0.586, 0.564, 0.561, 0.481, 0.424],
  "charge": -1,
  "orbital_gap_ev": 5.37,
  "lumo_ha": 0.022
}



Record 3
{
  "formula": "C3H5N3O",
  "method": "wB97M-V/def2-TZVPD",
  "elements": ["N", "C", "C", "O", "H", "H", "H", "N", "C", "N", "H", "H"],
  "positions_angstrom": [[-0.470, -1.244, -1.139], [0.377, -0.488, -0.920], [1.483, 0.482, -0.779], [2.411, 0.340, -1.827], [1.054, 1.491, -0.719], [2.016, 0.295, 0.156], [1.932, 0.416, -2.662], [-2.351, -1.325, 1.459], [-1.614, -0.357, 1.510], [-0.752, 0.523, 1.578], [-3.228, -1.266, 0.962], [-0.858, 1.132, 2.382]],
  "mulliken_charge": [-0.408, 0.288, -0.208, -0.505, 0.229, 0.260, 0.322, -0.478, 0.529, -0.521, 0.269, 0.222],
  "smiles": "N#CCO.N=C=N",
  "orbital_gap_ev": 11.30,
  "lumo_ha": 0.025,
  "e_above_lowest_kcal_mol": 50.71
}



Record 4
{
  "formula": "C28H54BCl2N8NaOPSb",
  "method": "wB97M-V/def2-TZVPD",
  "elements": ["Na", "C", "C", "N", "N", "C", "B", "N", "C", "C", "C", "N", "N", "C", "C", "C", "N", "H", "H", "H", "H", "H", "H", "H", "H", "H", "H", "Cl", "C", "Cl", "H", "H", "C", "N", "C", "C", "N", "H", "H", "H", "H", "H", "H", "C", "C", "C", "C", "Sb", "C", "C", "C", "C", "C", "C", "C", "C", "H", "H", "H", "H", "H", "H", "H", "H", "H", "H", "H", "H", "H", "H", "H", "H", "H", "H", "H", "H", "H", "H", "H", "H", "H", "H", "H", "C", "P", "C", "C", "O", "H", "H", "H", "H", "H", "H", "H", "H", "H"],
  "positions_angstrom": [[0.695, 0.769, -0.883], [0.572, 4.271, -3.707], [0.591, 2.897, -3.525], [0.655, 2.615, -2.205], [0.710, 3.822, -1.578], [0.686, 4.800, -2.459], [1.011, 3.948, -0.044], [-0.207, 3.418, 0.729], [-1.018, 4.129, 1.512], [-2.182, 3.383, 1.750], [-1.939, 2.190, 1.083], [-0.741, 2.175, 0.506], [2.375, 3.148, 0.244], [3.569, 3.768, 0.371], [4.544, 2.833, 0.597], [3.858, 1.592, 0.580], [2.545, 1.806, 0.365], [0.455, 4.787, -4.646], [0.460, 2.036, -4.167], [0.816, 5.843, -2.174], [1.256, 5.090, 0.229], [-0.820, 5.164, 1.814], [-3.053, 3.579, 2.357], [-2.589, 1.322, 0.903], [3.619, 4.809, 0.393], [5.591, 3.090, 0.702], [4.141, 0.553, 0.665], [4.111, -1.164, -5.009], [4.101, -1.157, -3.258], [4.057, 0.377, -2.390], [4.988, -1.769, -2.962], [3.260, -1.667, -2.899], [-4.767, 3.295, -0.654], [-3.815, 2.440, -1.428], [-2.840, 3.052, -2.294], [-3.978, 1.165, -1.454], [-4.129, -0.002, -1.452], [-5.417, 3.859, -1.389], [-4.232, 4.023, -0.029], [-5.416, 2.674, -0.023], [-3.277, 3.653, -3.082], [-2.284, 2.270, -2.819], [-2.112, 3.629, -1.665], [2.882, -1.902, 1.405], [1.705, -2.845, 1.386], [1.913, -4.039, 2.312], [1.598, -3.426, 0.012], [-0.090, -1.486, 1.773], [-1.860, -2.677, 2.152], [-2.983, -1.656, 1.888], [-1.962, -3.210, 3.581], [-1.872, -3.822, 1.128], [0.330, -0.539, 3.752], [1.160, -1.304, 4.764], [1.120, 0.722, 3.314], [-0.969, -0.063, 4.365], [3.837, -2.390, 1.590], [2.830, -1.154, 2.204], [3.018, -1.363, 0.436], [2.634, -4.681, 1.845], [0.959, -4.604, 2.468], [2.257, -3.673, 3.270], [2.513, -3.962, -0.197], [1.559, -2.659, -0.796], [0.755, -4.140, -0.188], [-2.903, -0.784, 2.517], [-3.911, -2.195, 2.051], [-2.940, -1.276, 0.847], [-2.056, -2.426, 4.353], [-1.033, -3.793, 3.812], [-2.873, -3.854, 3.702], [-1.798, -3.443, 0.070], [-2.784, -4.387, 1.228], [-1.015, -4.389, 1.448], [2.219, -1.453, 4.486], [0.823, -2.338, 5.022], [1.176, -0.730, 5.660], [2.044, 0.429, 2.735], [1.495, 1.271, 4.157], [0.485, 1.332, 2.628], [-1.423, -0.889, 4.879], [-1.570, 0.513, 3.622], [-0.801, 0.646, 5.135], [-0.444, -3.519, -3.304], [-0.276, -1.735, -3.668], [-2.033, -1.318, -3.962], [0.516, -1.769, -5.272], [0.482, -0.888, -2.651], [-1.038, -3.838, -4.135], [-0.984, -3.709, -2.311], [0.524, -4.008, -3.305], [-2.346, -2.073, -4.691], [-2.142, -0.310, -4.287], [-2.613, -1.366, -3.029], [0.191, -2.679, -5.786], [1.585, -1.785, -5.147], [0.257, -0.884, -5.874]],
  "mulliken_charge": [1.114, -1.286, -0.539, 0.274, 0.104, -0.268, -0.186, 0.590, -0.480, -1.377, -0.730, 0.524, -0.134, -0.283, -1.396, -0.483, 0.693, 0.414, 0.537, 0.430, -0.203, 0.423, 0.550, 0.536, 0.534, 0.391, 0.460, -0.204, 0.396, -0.080, 0.380, -0.498, -0.923, 0.148, -0.610, 0.717, -0.759, 0.303, 0.321, 0.325, 0.370, 0.004, 0.106, -1.632, 1.989, -1.822, -1.558, 0.888, 1.334, -1.923, -1.320, -1.511, 2.024, -1.825, -1.924, -1.763, 0.388, 0.224, -0.095, 0.548, 0.213, 0.399, 0.588, -0.040, 0.333, 0.297, 0.537, 0.366, 0.247, 0.191, 0.474, 0.035, 0.546, 0.424, 0.332, 0.212, 0.541, 0.127, 0.585, 0.309, 0.526, -0.010, 0.583, -1.288, 0.876, -1.251, -0.922, -0.288, 0.594, 0.112, 0.363, 0.384, 0.339, 0.303, 0.418, -0.046, 0.366],
  "orbital_gap_ev": 7.83,
  "lumo_ha": 0.008,
  "e_above_lowest_kcal_mol": 22.43
}